The following is a quantum chemistry calculation of 2 unconnected molecules or ions with the total composition C3H3Cl3 in a non-equilibrium geometry, from the OMol25 dataset.

Geometry as XYZ:
```
9
Properties=species:S:1:pos:R:3:forces:R:3
C -1.12432 0.60945 -0.63028 -1.5673 -0.8681 -1.1806
C 1.13367 -2.10395 0.65139 1.0598 -0.0460 0.2443
C -0.45621 1.69579 -0.30388 -0.4053 0.3471 0.2521
Cl 1.92577 -3.10656 1.72607 -0.4813 -0.9209 0.6231
Cl -1.25941 -0.73207 0.48869 -0.3167 0.2879 -0.2267
Cl 2.13317 -0.98776 -0.07738 -0.1986 0.8149 -0.8452
H -1.77295 0.42560 -1.55413 1.3560 0.4082 1.3330
H -0.50553 2.53464 -1.06216 0.5244 -0.8351 1.4692
H -0.07419 1.66487 0.76168 0.0291 0.8121 -1.6691
```
Positions in Å, forces in eV/Å.

spin multiplicity	3
HOMO (spin up / spin down)	-7.9370 / -10.0474	eV
Kohn-Sham gap (spin up / spin down)	8.867 / 8.596	eV
energy relative to the best compared isomer or geometry (same formula, charge and spin)	89.34	kJ/mol

The following is a quantum chemistry calculation of a molecular structure, C3H3NO3 in a non-equilibrium geometry, from the OMol25 dataset.

Geometry as XYZ:
```
10
Properties=species:S:1:pos:R:3:forces:R:3
C -0.76370 -1.31610 -0.03926 4.1567 5.5827 0.6330
C 0.77320 -0.49231 -0.01802 0.4397 -0.7162 -2.6489
C 0.51388 1.05059 -0.03268 0.4468 -6.2096 -0.3618
N -0.73943 1.19437 -0.07128 0.3758 0.1311 0.3703
O -0.93051 -2.46168 -0.02175 -0.8258 -2.3646 -0.1499
O -1.60124 -0.28605 0.02626 -0.1437 0.6596 -0.5507
O -1.40031 2.14911 -0.07948 -2.6495 1.3894 0.0124
H 1.36878 -0.64375 0.83789 0.2566 -0.8394 1.4973
H 1.51764 -0.93852 -0.85415 -2.0136 1.2867 1.4152
H 1.26168 1.74434 0.25248 -0.0431 1.0802 -0.2169
```
Positions in Å, forces in eV/Å.

HOMO	-10.1528	eV
Kohn-Sham gap	9.550	eV
energy relative to the best compared isomer or geometry (same formula, charge and spin)	532.13	kJ/mol

The following is a quantum chemistry calculation of a single C3H4BNO2 molecule in a non-equilibrium geometry, from the OMol25 dataset.

Geometry as XYZ:
```
11
Properties=species:S:1:pos:R:3:forces:R:3
B 0.07675 1.05400 -0.11693 -3.5809 -2.4399 1.1182
C -2.49563 0.03497 -0.60360 -1.3897 -0.2448 -1.6116
C -1.43938 -0.75582 1.38245 -1.8988 1.0463 -2.7677
C -1.43381 0.04142 0.25764 5.2989 0.6585 3.3470
N -3.25726 -0.09812 -1.45424 -0.4660 0.2309 -0.1059
O 1.12551 0.71596 0.58160 4.1138 -0.8327 1.6583
O 0.01053 2.05513 -0.94716 -0.2391 1.8876 -2.2812
H -2.34361 -1.28974 1.60087 -0.6737 -0.2248 -0.1993
H -0.73761 -1.04315 2.09621 1.9113 0.5308 0.6534
H 2.07482 1.06866 0.50517 -2.5821 -0.5467 -0.0766
H 0.85740 2.42544 -1.24628 -0.4938 -0.0652 0.2654
```
Positions in Å, forces in eV/Å.

HOMO	-9.7664	eV
Kohn-Sham gap	9.647	eV
SMILES	C=C(C#N)B(O)O
energy relative to the best compared isomer or geometry (same formula, charge and spin)	60.82	kJ/mol

The following is a quantum chemistry calculation of a single C5H7NO molecule, from the OMol25 dataset.

Geometry as XYZ:
```
14
Properties=species:S:1:pos:R:3:forces:R:3
C 0.74686 1.17039 1.42247 0.0000 -0.0173 0.0414
C 0.03306 0.28999 0.44517 0.2811 0.2546 -0.0488
N -1.34887 -0.13173 0.69222 -0.1020 -0.0868 -0.0417
C -0.43753 -1.12669 0.66338 -0.0925 0.0418 -0.0373
C -0.21642 -0.99591 -1.54005 -0.0035 0.1082 -0.2100
C 0.43184 0.21723 -0.99057 0.0754 0.0041 0.0856
O 1.33777 0.85663 -1.49197 -0.2545 -0.2270 0.0862
H 1.82630 1.03898 1.30541 -0.1501 0.0257 0.0070
H 0.45940 0.91766 2.44584 0.0259 0.0298 -0.1409
H 0.51369 2.22236 1.23192 0.0268 -0.1409 0.0162
H -2.09830 -0.01841 0.01545 0.0820 -0.0156 0.0442
H -0.31395 -1.92615 -0.16908 0.0073 -0.0079 -0.0361
H -1.29117 -1.01063 -1.71422 0.1524 -0.0171 0.1233
H 0.35732 -1.50372 -2.31596 -0.0484 0.0485 0.1109
```
Positions in Å, forces in eV/Å.

HOMO (spin up / spin down)	-8.6543 / -8.6538	eV
Kohn-Sham gap (spin up / spin down)	8.612 / 8.611	eV
energy relative to the best compared isomer or geometry (same formula, charge and spin)	473.61	kJ/mol

The following is a quantum chemistry calculation of a molecular structure, C9H8AuF5N5O4S, from the OMol25 dataset.

Geometry as XYZ:
```
33
Properties=species:S:1:pos:R:3:forces:R:3
Au 0.07054 0.15691 -0.14785 0.4123 0.0963 -0.2725
F -4.46402 4.83550 2.43635 0.0104 -0.0190 -0.0096
C -3.91642 3.80719 1.81367 -0.0018 -0.0338 -0.0110
C -2.68190 3.94811 1.19664 0.0028 -0.0110 -0.0147
F -2.04964 5.11419 1.23066 -0.0243 -0.0158 0.0049
C -2.11935 2.86860 0.54271 0.0273 0.0080 -0.0660
F -0.93771 3.04072 -0.05145 0.0089 -0.0317 0.0161
C -2.74933 1.62854 0.49843 -0.0135 -0.0550 0.0960
S -2.13075 0.21702 -0.34655 -0.4097 0.0144 0.0949
C -3.98833 1.51457 1.12986 0.0163 0.0139 0.0271
F -4.63527 0.35281 1.11738 0.0079 0.0246 0.0130
C -4.57487 2.58638 1.77722 0.0217 0.0199 -0.0085
F -5.75437 2.45047 2.36770 0.0205 0.0096 -0.0051
N 0.97481 -2.20036 -1.27564 0.0405 -0.0564 0.0035
N 2.32815 -2.16952 -0.96108 -0.0139 -0.0203 0.0180
C 2.95761 -1.04865 -0.56704 -0.1966 0.2114 -0.0432
N 4.26276 -1.15140 -0.36383 -0.0539 0.2422 0.0586
N 2.20374 0.06195 -0.40212 0.2838 -0.0260 0.0612
N 2.79245 1.31682 -0.14118 0.0662 -0.0614 -0.0875
O 3.99500 1.47110 -0.16276 0.0925 -0.3863 -0.0094
O 1.98444 2.18415 0.07035 -0.1218 0.0513 0.0487
H 0.48322 -2.81411 -0.63654 -0.0073 -0.0404 -0.0032
H 0.84703 -2.49523 -2.23580 -0.0178 -0.0145 -0.0044
H 2.85342 -3.03130 -0.94989 -0.0107 -0.0191 -0.0064
H 4.74114 -2.00732 -0.58971 0.0525 0.0509 -0.0075
H 4.78819 -0.31911 -0.14532 0.0448 0.0542 0.0098
C 0.17566 -0.08528 4.00850 -0.0130 0.0048 -0.0393
O 0.00772 0.26044 2.58836 -0.0160 0.0711 0.0511
C 0.31007 -0.64332 1.71447 -0.2583 0.0079 0.2017
O 0.71976 -1.74932 1.81770 0.0474 -0.0867 -0.1422
H 0.76953 0.71312 4.43915 -0.0025 0.0001 0.0075
H 0.66848 -1.04770 4.09580 0.0077 0.0033 0.0122
H -0.81957 -0.10879 4.43975 -0.0025 -0.0064 0.0061
```
Positions in Å, forces in eV/Å.

HOMO (spin up / spin down)	-11.7747 / -11.7753	eV
Kohn-Sham gap (spin up / spin down)	6.629 / 6.630	eV
energy relative to the best compared isomer or geometry (same formula, charge and spin)	24.26	kJ/mol
charge	+1

The following is a quantum chemistry calculation of a gas-phase ion, C4H8NO (charge +1) in a non-equilibrium geometry, from the OMol25 dataset.

Geometry as XYZ:
```
14
Properties=species:S:1:pos:R:3:forces:R:3
C 0.23811 0.72547 -0.10458 -2.4979 0.6751 2.4610
C -0.76344 1.84692 0.13089 1.2830 -1.0161 0.7003
C 1.21021 -1.57718 0.08286 1.2521 -1.9140 -0.5719
C 0.05487 -0.64269 0.24826 0.8217 1.0527 1.8935
N -1.09046 -1.00959 -0.77146 -2.2342 -1.2301 -1.7129
O -2.00998 -0.36944 -1.04316 0.8162 -0.3533 0.5229
H 1.11720 0.92006 -0.60994 1.6786 0.5808 -1.4181
H -0.86419 2.12445 1.21637 -0.4546 -1.0220 -0.7268
H -1.71876 1.62827 -0.37547 -0.0719 -0.2619 0.5453
H -0.42528 2.76518 -0.27062 0.6654 0.7666 -0.8731
H 1.82001 -1.51614 0.99986 -0.1622 0.2034 -0.3542
H 0.96879 -2.73187 0.03330 0.0406 2.4984 -0.2704
H 1.85961 -1.25025 -0.77270 -0.5686 -0.6620 0.6763
H -0.39671 -0.91321 1.23639 -0.5683 0.6825 -0.8720
```
Positions in Å, forces in eV/Å.

HOMO (spin up / spin down)	-15.1803 / -14.9027	eV
Kohn-Sham gap (spin up / spin down)	8.286 / 7.854	eV
energy relative to the best compared isomer or geometry (same formula, charge and spin)	473.67	kJ/mol
charge	+1

| no. | electronic energy (eV) | M (g mol⁻¹) |
| --- | --- | --- |
| 1 | -40721.8020 | 145.4 |
| 2 | -10787.1854 | 101.1 |
| 3 | -9437.9559 | 96.9 |
| 4 | -8831.2942 | 97.1 |
| 5 | -53206.4987 | 574.2 |
| 6 | -7803.1936 | 86.1 |